97
Properties=species:S:1:pos:R:3:forces:R:3 method="wB97M-V/def2-TZVPD" e_above_lowest_kcal_mol=0.0 e_lumo_ev="-0.38 / -0.31" spin_multiplicity=2 e_homo_ev="-7.13 / -5.82" mol_weight_g_mol=776.9
Tc -0.012 0.126 -0.343 -0.75 -1.28 0.81
C -1.060 -4.619 -2.918 0.28 -0.13 0.58
Si -0.323 -5.266 -1.293 0.07 -0.45 -0.11
C 1.374 -6.053 -1.666 -0.65 0.27 0.14
C -1.503 -6.575 -0.556 0.46 0.44 -0.25
C -0.154 -3.953 0.068 -0.12 -0.33 -0.28
C -0.356 -4.264 1.408 0.05 0.20 -0.25
C -0.375 -3.262 2.370 0.02 0.12 0.12
C -0.225 -1.946 1.971 0.04 -0.26 0.33
N 0.037 -1.630 0.712 -0.19 -1.14 0.28
C 0.100 -2.611 -0.211 0.33 0.25 -0.35
S 0.584 -1.938 -1.735 0.00 1.07 -0.16
H -1.387 -5.447 -3.539 -0.05 -0.26 -0.04
H -0.323 -4.048 -3.472 0.11 0.09 -0.07
H -1.911 -3.970 -2.745 -0.19 0.15 0.07
H 1.249 -6.887 -2.351 -0.03 -0.16 -0.15
H 1.864 -6.426 -0.772 0.02 -0.05 0.20
H 2.038 -5.333 -2.134 0.08 0.19 -0.08
H -1.834 -7.274 -1.316 -0.03 -0.14 -0.21
H -2.386 -6.110 -0.128 -0.17 0.15 0.04
H -1.028 -7.154 0.230 0.15 -0.12 0.17
H -0.500 -5.295 1.694 -0.11 -0.10 0.13
H -0.526 -3.492 3.410 -0.08 -0.02 0.17
H -0.300 -1.122 2.663 -0.05 0.09 0.09
O -0.621 6.769 -2.225 0.13 0.14 0.19
C -1.244 5.726 -2.936 -0.23 -0.12 -0.34
C -0.917 4.386 -2.333 0.04 0.01 0.02
C -1.313 3.205 -2.986 0.22 0.02 0.31
C -0.984 1.989 -2.441 -0.28 0.30 -1.10
N -0.306 1.855 -1.299 0.48 0.96 -0.24
C 0.035 2.989 -0.626 -0.34 0.07 -0.58
C -0.240 4.263 -1.144 0.01 -0.14 0.00
C 0.662 2.738 0.633 0.35 -0.26 0.50
C 0.783 3.700 1.635 -0.04 -0.16 0.00
C 1.329 3.367 2.855 0.20 -0.27 -0.15
C 1.423 4.395 3.948 -0.05 -0.14 0.25
O 2.236 5.497 3.593 0.22 0.17 -0.20
C 1.878 2.082 2.991 -0.41 0.34 -0.11
C 1.752 1.162 1.965 0.31 -0.15 0.35
N 1.045 1.428 0.840 0.37 0.80 -0.05
H -0.869 7.609 -2.626 0.03 -0.12 0.06
H -0.916 5.726 -3.988 -0.08 -0.04 0.13
H -2.338 5.861 -2.931 0.12 -0.10 -0.03
H -1.859 3.250 -3.916 -0.08 -0.06 -0.13
H -1.250 1.067 -2.934 -0.05 -0.07 0.02
H 0.079 5.144 -0.613 0.03 0.10 0.05
H 0.396 4.693 1.478 -0.06 0.14 -0.07
H 1.796 3.924 4.870 -0.15 0.04 -0.10
H 0.436 4.825 4.142 0.07 -0.15 0.09
H 3.049 5.162 3.198 -0.05 0.04 0.06
H 2.393 1.800 3.899 0.09 -0.03 0.01
H 2.430 -0.382 3.025 -0.04 0.09 -0.04
C -4.964 -0.497 -1.887 0.04 0.02 0.22
C -4.873 -1.281 -0.580 -0.69 -0.65 -0.56
C -6.262 -1.435 0.047 0.42 0.11 -0.09
C -4.236 -2.645 -0.845 0.03 0.26 0.14
O -4.092 -0.605 0.404 0.71 0.56 0.36
P -2.777 0.253 0.106 -1.19 0.10 -0.35
O -2.051 0.496 1.377 0.67 0.21 0.06
O -1.959 -0.432 -0.975 0.23 0.16 -0.14
O -3.304 1.629 -0.575 0.40 -0.93 0.10
C -3.954 2.665 0.162 -0.52 0.88 0.38
C -2.937 3.442 0.998 -0.04 -0.18 -0.17
C -4.584 3.580 -0.896 0.20 -0.35 0.21
C -5.033 2.105 1.086 0.17 -0.02 -0.21
H -5.490 -1.090 -2.632 -0.05 -0.04 -0.03
H -3.963 -0.274 -2.245 0.00 -0.02 -0.23
H -5.495 0.440 -1.738 -0.06 0.11 -0.03
H -6.912 -2.013 -0.604 -0.07 -0.07 -0.07
H -6.704 -0.454 0.209 -0.09 0.06 0.00
H -6.178 -1.932 1.009 -0.01 -0.11 0.09
H -4.819 -3.199 -1.577 -0.07 -0.09 -0.06
H -4.175 -3.218 0.078 -0.01 -0.07 0.09
H -3.230 -2.490 -1.226 0.12 -0.08 -0.07
H -2.218 3.944 0.356 0.01 0.08 -0.06
H -2.404 2.752 1.647 0.03 0.03 0.13
H -3.452 4.188 1.599 -0.05 0.10 0.07
H -3.818 3.922 -1.586 0.12 0.10 -0.07
H -5.052 4.438 -0.420 -0.04 0.10 0.05
H -5.335 3.039 -1.466 -0.11 -0.07 -0.05
H -4.581 1.406 1.784 -0.11 -0.02 0.20
H -5.792 1.582 0.508 -0.09 -0.06 0.01
H -5.505 2.914 1.640 -0.02 0.08 0.02
C 3.375 -1.744 0.596 -0.01 0.32 0.04
C 3.582 -0.422 1.331 0.48 -0.30 -0.30
C 3.941 0.660 0.316 -0.18 -0.13 0.10
C 4.717 -0.569 2.353 -0.24 0.12 -0.20
N 2.338 -0.096 2.059 -0.35 0.01 0.36
H 4.297 -2.069 0.123 0.16 -0.08 -0.09
H 2.619 -1.599 -0.171 0.00 -0.16 -0.08
H 3.038 -2.518 1.280 -0.08 -0.14 0.12
H 4.852 0.376 -0.203 0.07 -0.04 -0.05
H 4.107 1.621 0.802 0.00 0.13 0.01
H 3.139 0.758 -0.416 0.08 0.09 -0.09
H 5.646 -0.810 1.841 0.10 -0.04 0.00
H 4.495 -1.373 3.053 0.00 -0.08 0.09
H 4.858 0.357 2.910 0.04 0.10 0.07